No. 1
Here is a structure of composition C2H12ClN2Pd from the Open Molecules 2025 dataset. Energies are from ωB97M-V/def2-TZVPD.

Calculated values
- HOMO (alpha / beta): -8.4871 / -15.7169 eV
- Multiplicity: 5
- Molecular weight: 206.005 Da
- HOMO-LUMO gap (alpha / beta): 0.1948 / 0.2936 Ha
- Calculated total energy: -780.47021 hartree
- Total charge: +1
- ⟨S²⟩: 6.01

Cartesian coordinates (Å):
C: -1.6455 1.9481 1.0587
Pd: 0.1145 -1.2446 -0.6404
N: 2.2275 -0.8247 -0.3695
N: -0.0992 0.3478 -2.1675
H: 2.6987 -1.7110 -0.2116
H: -0.6060 2.2370 1.2229
H: -2.1848 1.9530 2.0065
H: -1.6999 0.9410 0.6247
H: -2.1272 2.6533 0.3768
H: -0.0811 -0.0134 -3.1232
H: 0.7013 0.9699 -2.0635
H: -0.9483 0.9066 -2.0405
H: 2.6878 -0.3537 -1.1439
H: 2.3441 -0.2556 0.4715
Cl: 0.8348 -1.3379 2.2485
C: -0.4200 -1.8762 1.1506
H: -0.4493 -2.9640 1.1688
H: -1.3474 -1.3756 1.4313

***

No. 2
Here is a structure of composition C3H2F2OS from the Open Molecules 2025 dataset. Energies are from ωB97M-V/def2-TZVPD.

Calculated values
- HOMO: -10.1752 eV
- Molecular weight: 124.111 Da
- HOMO-LUMO gap: 0.2774 Ha
- Calculated total energy: -788.54227 hartree
- Total charge: 0
- Energy relative to the best compared isomer or geometry (same formula, charge and spin): 285.5 kJ/mol

Cartesian coordinates (Å):
C: 0.9616 -0.1967 0.7258
C: -0.1226 -0.4662 -0.4188
C: -0.8955 0.5356 -1.0017
H: 1.4088 -1.1011 1.0688
H: -1.1885 1.6845 -0.2223
O: -1.4759 0.3157 -2.1261
F: 0.3003 0.4745 1.9011
F: 1.7828 0.7850 0.2568
S: -0.7710 -2.0314 -0.1837

***

What did the second record say?
Here is a structure of composition C3H2F2OS from the Open Molecules 2025 dataset. Energies are from ωB97M-V/def2-TZVPD.

Calculated values
- HOMO: -10.1752 eV
- Molecular weight: 124.111 Da
- HOMO-LUMO gap: 0.2774 Ha
- Calculated total energy: -788.54227 hartree
- Total charge: 0
- Energy relative to the best compared isomer or geometry (same formula, charge and spin): 285.5 kJ/mol

Cartesian coordinates (Å):
C: 0.9616 -0.1967 0.7258
C: -0.1226 -0.4662 -0.4188
C: -0.8955 0.5356 -1.0017
H: 1.4088 -1.1011 1.0688
H: -1.1885 1.6845 -0.2223
O: -1.4759 0.3157 -2.1261
F: 0.3003 0.4745 1.9011
F: 1.7828 0.7850 0.2568
S: -0.7710 -2.0314 -0.1837